(1)
{
  "formula": "C14H25FIOP2Ru",
  "method": "wB97M-V/def2-TZVPD",
  "symbols": ["C", "I", "H", "H", "H", "Ru", "P", "C", "C", "H", "H", "H", "H", "H", "H", "C", "H", "H", "H", "P", "C", "C", "H", "H", "H", "C", "H", "H", "H", "H", "H", "H", "C", "O", "F", "C", "C", "C", "C", "C", "C", "H", "H", "H", "H"],
  "positions_angstrom": [[0.96410, -1.26224, -2.55336], [-0.78085, -2.03837, -3.29378], [1.71015, -1.99973, -2.28438], [0.57665, -0.88410, -1.58221], [1.32865, -0.40609, -3.10571], [0.34793, 0.26579, 0.99872], [0.37348, -1.99561, 1.21868], [0.99901, -2.27585, 2.92432], [-1.26016, -2.85530, 1.14738], [-1.12207, -3.94758, 1.07043], [1.36546, -4.19716, 0.79213], [-1.79601, -2.50424, 0.25412], [0.97962, -3.34821, -0.73954], [0.33664, -1.78081, 3.64843], [-1.85182, -2.63370, 2.04670], [1.37829, -3.22165, 0.27576], [1.06505, -3.35217, 3.15046], [2.41554, -2.86499, 0.21591], [2.00075, -1.82081, 2.98715], [-0.40359, 1.76515, -0.51800], [0.11117, 3.46971, -0.04853], [-0.27827, 1.92406, -2.34883], [-2.56725, 0.73500, -0.72839], [-2.69001, 2.51092, -0.99143], [-2.52504, 1.84721, 0.67807], [-2.23352, 1.72283, -0.37303], [-0.68050, 1.03495, -2.85275], [-0.85019, 2.81038, -2.67509], [0.22270, 4.09139, -0.94689], [1.08285, 3.40906, 0.45883], [0.77354, 2.05858, -2.63634], [-0.62634, 3.91901, 0.62727], [2.02535, 0.86552, 1.42264], [3.13214, 1.22751, 1.60541], [-2.30796, 2.17496, 6.22073], [-1.76872, 1.79307, 5.01990], [-2.11926, 0.54610, 4.52012], [-1.57483, 0.14889, 3.29437], [-0.62887, 0.96764, 2.65914], [-0.30305, 2.23169, 3.17418], [-0.88915, 2.65438, 4.37641], [-2.79995, -0.10336, 5.04493], [-1.85027, -0.78143, 2.79976], [0.40891, 2.86253, 2.63329], [-0.65695, 3.62589, 4.79570]],
  "total_charge": 2,
  "max_force_ev_per_a": 8.05,
  "energy_ha": -1798.07088,
  "relative_energy_kcal_mol": 0.0,
  "multiplicity": 6,
  "gap_ha": [0.24164, 0.10818],
  "s2": 8.781
}

(2)
{
  "formula": "C14H26Ag2CuN2O14S",
  "method": "wB97M-V/def2-TZVPD",
  "symbols": ["Ag", "Ag", "Cu", "O", "C", "C", "O", "H", "H", "H", "H", "C", "N", "O", "O", "H", "H", "H", "C", "N", "O", "O", "H", "H", "H", "O", "C", "O", "C", "C", "C", "H", "H", "H", "H", "H", "H", "O", "C", "O", "C", "C", "C", "H", "H", "H", "H", "H", "H", "C", "C", "O", "S", "O", "O", "O", "H", "H", "H", "H"],
  "positions_angstrom": [[-2.57750, 3.38721, 5.29226], [-6.46290, 1.47188, 1.15124], [-8.57438, -1.33008, -4.08965], [-2.51919, 1.95475, 0.34927], [-1.87819, 1.60175, -0.90612], [-2.76105, 1.18716, -2.20757], [-3.97889, 0.57933, -1.97804], [-1.54438, 0.61097, -0.59784], [-0.88470, 1.89476, -1.24557], [-2.14635, 0.56867, -2.86157], [-2.94404, 2.12671, -2.72897], [-0.31041, -2.16523, -7.99070], [0.05464, -2.69576, -9.33984], [0.77660, -3.60810, -9.42064], [-0.38266, -2.07314, -10.34033], [-0.96624, -1.29532, -8.02565], [0.59425, -2.03495, -7.39680], [-0.86342, -3.05832, -7.69972], [-0.37849, 7.84244, -2.57771], [-0.72230, 9.26757, -2.38351], [-1.44787, 9.57339, -1.47242], [-0.22617, 10.08284, -3.20952], [-0.68063, 7.26801, -1.70201], [0.69018, 7.66970, -2.70503], [-0.86348, 7.41632, -3.45596], [-5.54006, -3.46276, 2.51862], [-5.23995, -4.67706, 2.47750], [-5.62135, -5.60246, 3.37894], [-5.12918, -6.94952, 3.07749], [-4.09039, -6.72376, 2.06712], [-4.30688, -5.26032, 1.40345], [-6.06374, -7.38261, 2.72091], [-4.82309, -7.38742, 4.02756], [-4.29282, -7.51975, 1.35050], [-3.13094, -6.91623, 2.54724], [-4.83033, -5.32652, 0.44967], [-3.38005, -4.71744, 1.21808], [0.06165, -1.37731, 4.90505], [0.78185, -2.22335, 4.52723], [0.55289, -3.51936, 4.58046], [1.68325, -4.18168, 4.01594], [2.16338, -3.27103, 2.96306], [1.97441, -1.91998, 3.59014], [1.38858, -5.15430, 3.62188], [2.49278, -4.53322, 4.65561], [1.54860, -3.28156, 2.06305], [3.19901, -3.53239, 2.74567], [1.88789, -1.10374, 2.87295], [2.79471, -1.66558, 4.26133], [6.02684, 4.28660, 1.04333], [6.72999, 4.15631, 2.40331], [8.03713, 4.41277, 2.05223], [8.19930, 5.52874, 0.85882], [9.47076, 5.26717, 0.16177], [7.73429, 6.82032, 1.25533], [6.92077, 4.74434, 0.03985], [5.11353, 4.88134, 1.02757], [5.69052, 3.27727, 0.80619], [6.56362, 3.13647, 2.75023], [6.43081, 4.93531, 3.10455]],
  "total_charge": 3,
  "max_force_ev_per_a": 5.54,
  "energy_ha": -4042.83454,
  "relative_energy_kcal_mol": 47.8,
  "multiplicity": 3,
  "gap_ha": [0.11438, 0.11458],
  "s2": 2.009
}

(3)
{
  "formula": "C14H26BBr2Cl4FMgN3O7",
  "method": "wB97M-V/def2-TZVPD",
  "symbols": ["C", "C", "O", "B", "O", "N", "C", "C", "N", "C", "C", "C", "N", "C", "C", "C", "C", "O", "H", "H", "H", "H", "H", "H", "H", "H", "H", "H", "H", "H", "H", "H", "H", "H", "H", "H", "H", "H", "H", "F", "Br", "C", "C", "Br", "H", "H", "H", "H", "C", "Cl", "Cl", "Cl", "H", "O", "Cl", "O", "O", "O", "Mg"],
  "positions_angstrom": [[1.04859, -1.25661, 1.05461], [1.53686, -0.49547, -0.17836], [0.74380, 0.68066, -0.42493], [-0.21135, 0.58780, -1.37244], [-0.92679, -0.55307, -1.53301], [-0.41401, 1.80732, -2.22252], [0.39995, 2.08450, -3.32974], [-0.03285, 3.21896, -3.89624], [-1.12003, 3.67257, -3.14127], [-1.30292, 2.78890, -2.15882], [-2.40408, 2.89617, -1.15043], [-3.58766, 1.96075, -1.52470], [-3.69836, 0.83356, -0.60016], [-4.32144, 1.23131, 0.69376], [-3.26863, 1.35797, 1.81625], [-4.46110, -0.20769, -1.21995], [-4.08878, -1.62783, -0.89654], [-5.37676, 0.02190, -1.96946], [1.53616, -0.87820, 1.95038], [-0.03076, -1.18602, 1.17045], [1.32625, -2.30266, 0.92893], [2.54229, -0.12894, 0.01765], [1.56711, -1.16525, -1.03531], [-1.15882, -0.74644, -2.44900], [1.20572, 1.45898, -3.66667], [0.33922, 3.72260, -4.79842], [-1.66683, 4.50196, -3.30366], [-2.02122, 2.67486, -0.15631], [-2.72949, 3.93665, -1.15853], [-3.43237, 1.56228, -2.52620], [-4.49174, 2.57328, -1.58293], [-4.88645, 2.15109, 0.54986], [-5.00627, 0.43122, 0.97376], [-2.28825, 1.08016, 1.43262], [-3.18797, 2.40055, 2.12631], [-3.50891, 0.73254, 2.67099], [-3.31151, -1.98182, -1.57377], [-3.67846, -1.68880, 0.11226], [-4.94928, -2.27718, -1.01935], [0.34249, 2.83863, -6.18013], [4.03990, -2.75310, 2.37318], [3.59007, -4.16477, 3.57428], [3.20790, -5.43947, 2.83474], [1.41966, -5.31940, 2.13187], [2.78877, -3.79030, 4.22281], [4.52276, -4.32020, 4.17050], [3.18076, -6.32111, 3.52367], [3.87403, -5.66923, 2.00864], [0.21172, 6.12185, -0.95650], [-0.95916, 7.34650, -1.45402], [1.52032, 5.99063, -2.12698], [0.83226, 6.46574, 0.65545], [-0.30040, 5.16957, -0.91988], [8.04215, -6.11228, 2.61548], [7.45811, -4.82872, 2.81224], [8.26057, -3.99470, 3.63966], [6.14923, -5.03479, 3.51283], [7.13531, -4.19620, 1.57207], [4.00071, -5.86125, 5.38095]],
  "total_charge": 1,
  "max_force_ev_per_a": 2.00,
  "energy_ha": -8552.94499,
  "relative_energy_kcal_mol": 0.0,
  "gap_ha": 0.03654
}

(4)
{
  "formula": "C14H26BF3NO3S2",
  "method": "wB97M-V/def2-TZVPD",
  "symbols": ["C", "B", "O", "C", "S", "C", "C", "C", "C", "C", "C", "N", "C", "C", "C", "C", "C", "S", "O", "O", "C", "F", "F", "F", "H", "H", "H", "H", "H", "H", "H", "H", "H", "H", "H", "H", "H", "H", "H", "H", "H", "H", "H", "H", "H", "H", "H", "H", "H", "H"],
  "positions_angstrom": [[0.31086, 2.64499, 2.29179], [0.01574, 1.27364, 1.60911], [-0.92414, 0.40475, 2.07062], [0.85022, 0.87850, 0.28420], [-0.50361, 0.93395, -0.96629], [-0.85690, -0.71125, -0.60918], [-2.12824, -1.42550, -0.86125], [-3.22006, -0.70788, -1.66098], [-4.27553, 0.08923, -0.88123], [-4.97675, -0.74959, 0.18656], [-3.78306, 1.40228, -0.27661], [0.17806, -1.32369, -0.09562], [1.40232, -0.52677, 0.09059], [2.27108, -0.69240, -1.19421], [3.08441, 0.51457, -1.69115], [3.87358, 0.01966, -2.91170], [4.07540, 1.08662, -0.68007], [2.36025, -1.27636, 1.46392], [3.32020, -0.31967, 1.92375], [2.80525, -2.55927, 1.00574], [1.28354, -1.67525, 2.95102], [1.93733, -2.60196, 3.58175], [0.09606, -2.14278, 2.61062], [1.15842, -0.62833, 3.72708], [-0.44626, 2.91150, 3.02497], [0.36407, 3.42050, 1.52502], [1.28886, 2.61131, 2.77837], [-1.08291, 0.49738, 3.01713], [1.57262, 1.66969, 0.13316], [-1.83123, -2.31908, -1.42036], [-2.49895, -1.78775, 0.09961], [-3.77170, -1.49548, -2.17469], [-2.77928, -0.09395, -2.44920], [-5.03849, 0.35274, -1.61648], [-5.66059, -1.48076, -0.24128], [-4.29109, -1.24491, 0.87343], [-5.58755, -0.08869, 0.80067], [-4.61550, 1.94912, 0.15804], [-3.04926, 1.20934, 0.50837], [-3.30358, 2.02268, -1.03375], [0.10213, -2.30696, 0.13956], [2.93880, -1.54763, -1.11186], [1.55378, -0.93564, -1.97851], [2.40220, 1.28166, -2.06524], [4.60451, -0.72220, -2.58689], [4.45610, 0.84765, -3.31089], [3.23190, -0.39046, -3.68739], [4.83646, 1.64237, -1.22765], [3.64746, 1.79234, 0.02785], [4.60311, 0.29773, -0.15043]],
  "total_charge": 1,
  "max_force_ev_per_a": 1.33,
  "energy_ha": -1950.15580,
  "gap_ha": 0.34255
}